Density functional theory data (wB97M-V/def2-TZVPD) for a cluster of 2 separate species, C4H5IN in total at a distorted geometry.

```
11
Properties=species:S:1:pos:R:3
I -4.60 -0.07 -0.30
N 1.26 0.71 -0.57
C -3.32 0.10 2.68
C 2.23 0.78 -1.25
C -3.57 1.00 1.89
C 0.28 0.66 0.21
H -3.00 -0.86 2.88
H -0.37 1.46 0.27
H -3.95 2.03 1.75
H 3.23 0.91 -1.62
H 0.17 -0.32 0.78
```

Properties
Largest force on an atom, eV/A: 5.35
E, eV: -13805.5540
Total charge: +1
Gap between HOMO and LUMO (spin up / spin down), eV: 6.5158 / 4.3946
Spin multiplicity: 3

Results of the Mulliken charge analysis, in e, for atoms 1 through 5: I -0.004; N 0.026; C -0.039; C 0.132; C -0.774



Density functional theory data (wB97M-V/def2-TZVPD) for a structure of composition C4H5IN2 at a distorted geometry.

```
12
Properties=species:S:1:pos:R:3
I -4.46 0.07 -0.04
N -1.99 -1.33 0.00
N -2.58 -0.39 0.64
C 0.02 0.96 -0.08
C 0.34 -0.52 0.19
C -1.10 1.54 0.14
C -0.73 -1.49 -0.15
H 0.55 -0.58 1.26
H 0.91 1.51 -0.40
H -0.45 -2.43 -0.62
H 1.24 -0.79 -0.37
H -1.76 2.36 0.07
```

Properties
Largest force on an atom, eV/A: 2.27
E, eV: -15304.1754
Total charge: 0
Gap between HOMO and LUMO (spin up / spin down), eV: 7.3289 / 7.9338

Results of the Mulliken charge analysis, in e, for atoms 1 through 5: I 0.115; N -0.070; N -0.529; C -0.335; C -0.399



Density functional theory data (wB97M-V/def2-TZVPD) for a cluster of 2 separate species, C4H5IN2O in total at a distorted geometry.

```
13
Properties=species:S:1:pos:R:3
I -2.39 0.52 0.01
O 0.81 -1.62 2.66
N 0.26 -1.47 -2.22
N 0.46 0.11 1.19
C -0.08 0.79 0.31
C -0.42 -2.36 -2.04
C 0.51 1.78 -0.64
C 0.25 -0.61 2.30
H 1.64 1.66 -0.82
H 0.28 2.85 -0.13
H 0.07 1.72 -1.59
H -0.42 -0.13 3.05
H -0.98 -3.26 -2.09
```

Properties
Largest force on an atom, eV/A: 3.47
E, eV: -17355.2088
Total charge: 0
Gap between HOMO and LUMO, eV: 9.1927
Structure (SMILES): C/C(I)=N/C=O.C#N

Results of the Mulliken charge analysis, in e, for atoms 1 through 5: I -0.092; O -0.465; N -0.319; N -0.313; C 0.406